No. 1
53
Properties=species:S:1:pos:R:3:forces:R:3:lowdin_charge:R:1 method="wB97M-V/def2-TZVPD" e_tot_ev=-72137.46079 gap_ev="6.9200 / 5.0795" total_charge=+1 spin_multiplicity=3 max_force_ev_per_a=1.78 e_above_lowest_kcal_mol=13.47
Pd 1.2197 -1.0966 0.8475 0.110 -1.311 -1.195 0.811
N -5.2113 4.1476 -0.6965 0.115 -0.036 0.112 0.123
C -4.1188 3.4396 -0.2815 -0.131 0.071 -0.055 -0.308
C -2.8596 3.6738 -0.8519 0.062 0.035 -0.046 -0.021
C -1.7616 2.9488 -0.4445 -0.051 -0.024 0.091 -0.055
C -1.8975 1.9909 0.5582 -0.215 -0.135 -0.205 -0.315
C -3.1402 1.7544 1.1436 0.089 0.104 0.035 -0.065
C -4.2365 2.4801 0.7344 -0.044 -0.045 0.043 -0.019
S -0.5610 0.9482 0.9209 -0.750 0.472 0.187 0.560
O 0.6538 1.6654 0.5804 0.126 -0.104 -0.048 -0.351
O -0.6788 0.5082 2.3069 0.056 -0.016 -0.097 -0.341
N -0.6162 -0.3502 -0.0628 0.196 0.338 0.581 -0.167
C -1.4112 -1.4311 0.3307 -0.015 0.337 -0.056 -0.487
N -0.6909 -2.4838 0.7500 0.194 0.368 -0.192 0.067
C -1.3469 -3.5985 1.0634 0.199 -0.126 0.054 -0.096
C -2.7199 -3.6677 0.9720 -0.051 0.003 -0.020 -0.031
C -3.3731 -2.5092 0.5753 0.007 0.119 -0.032 -0.086
N -2.7308 -1.3902 0.2488 -0.096 -0.112 0.021 0.163
H -5.1476 4.7805 -1.4710 0.000 -0.013 -0.018 0.100
H -6.1256 3.9199 -0.3540 0.001 0.002 -0.014 0.101
H -2.7565 4.4279 -1.6231 0.005 -0.019 0.015 0.115
H -0.7894 3.1238 -0.8856 -0.035 -0.004 -0.030 0.112
H -3.2320 1.0138 1.9272 -0.018 0.001 -0.053 0.111
H -5.2037 2.3062 1.1915 0.035 0.004 0.000 0.115
H -0.7517 -4.4384 1.4004 0.012 -0.002 -0.012 0.123
H -3.2552 -4.5760 1.2041 -0.004 0.031 0.038 0.110
H -4.4556 -2.4703 0.5190 0.023 -0.020 -0.025 0.120
S 2.7874 0.5360 -3.3461 0.030 0.024 0.008 1.117
C 2.4335 0.5323 -1.6716 -0.006 0.267 0.070 -0.451
N 2.0999 -0.6057 -1.1635 -0.290 -0.693 0.084 -0.045
C 2.0870 -1.6115 -2.1351 0.105 0.165 -0.002 -0.298
C 1.7591 -2.9523 -1.9377 -0.009 0.002 0.052 -0.023
C 1.7966 -3.8044 -3.0186 0.016 -0.003 -0.031 -0.062
C 2.1640 -3.3448 -4.2914 -0.009 -0.018 0.000 -0.066
C 2.4982 -2.0249 -4.4996 0.019 0.033 0.001 -0.072
C 2.4506 -1.1620 -3.4054 -0.003 0.004 -0.049 -0.458
H 2.4597 1.4444 -1.0897 -0.059 -0.060 -0.005 0.075
H 1.4829 -3.3046 -0.9537 -0.017 -0.024 0.047 0.088
H 1.5448 -4.8478 -2.8860 -0.003 0.004 0.006 0.111
H 2.1858 -4.0366 -5.1231 0.008 0.007 0.025 0.113
H 2.7920 -1.6704 -5.4787 -0.029 -0.001 0.014 0.116
S 2.6252 -2.0682 2.4168 -0.098 0.272 0.199 0.658
C 2.8473 -0.3453 2.4076 0.736 0.021 0.678 -0.788
N 2.1954 0.4246 3.3278 -0.236 -0.107 -0.090 0.073
C 2.3514 1.7451 3.4506 0.002 0.172 0.020 -0.028
C 3.2645 2.4083 2.6692 -0.034 0.063 0.051 -0.017
C 3.9807 1.6779 1.7292 0.013 -0.092 -0.094 -0.016
C 3.7758 0.3170 1.5941 -0.014 0.063 -0.069 -0.087
H 1.4579 -0.0311 3.8572 0.064 -0.004 0.016 0.153
H 1.7305 2.2331 4.1874 -0.023 -0.007 -0.026 0.151
H 3.4058 3.4713 2.7870 -0.036 0.004 0.008 0.125
H 4.7025 2.1783 1.0960 0.009 -0.033 0.014 0.129
H 4.3194 -0.2758 0.8739 0.043 0.021 -0.008 0.116

---

No. 2
48
Properties=species:S:1:pos:R:3:forces:R:3:lowdin_charge:R:1 method="wB97M-V/def2-TZVPD" e_tot_ev=-68399.46716 gap_ev="5.0786 / 4.5253" total_charge=0 spin_multiplicity=5 max_force_ev_per_a=2.91 e_above_lowest_kcal_mol=0.00
C -6.3361 0.6088 0.3135 -0.699 0.053 -0.039 0.024
C -5.0802 -0.1084 0.3815 0.909 0.317 0.175 -0.250
C -4.7849 -1.4541 0.3455 1.778 -1.064 0.133 0.052
C -3.3708 -1.5558 0.4860 -2.485 -1.346 -0.475 0.088
C -2.8825 -0.2634 0.5897 -0.676 1.911 0.442 0.041
B -1.3805 0.2960 0.7917 0.006 -0.456 -0.111 -1.052
F -0.8002 -0.9104 1.2563 0.293 0.286 -0.152 0.108
F -1.0103 0.6406 -0.5280 0.010 -0.032 0.279 0.122
F -1.2945 1.3523 1.6788 -0.085 -0.331 -0.305 0.175
O -3.9309 0.6122 0.5335 -0.247 -0.526 -0.162 0.140
H -7.1490 -0.1176 0.2943 -0.034 0.163 -0.012 0.099
H -6.4553 1.2628 1.1822 0.058 0.036 -0.135 0.114
H -6.3818 1.2137 -0.5970 0.030 0.075 0.111 0.114
H -5.4772 -2.2816 0.2436 0.029 0.296 0.017 0.130
H -2.8075 -2.4833 0.5027 0.068 0.436 0.050 0.142
C 1.6483 -0.0643 -4.2682 -0.409 2.031 -1.199 -0.152
C 0.5758 0.4009 -3.4106 0.650 1.307 -0.746 -0.126
C 1.1155 1.4276 -2.5372 -0.084 1.661 -2.267 -0.159
C 2.5241 1.5908 -2.8531 -1.494 0.670 -0.651 -0.136
C 2.8517 0.6654 -3.9235 -1.055 0.315 -0.862 -0.144
Fe 2.1088 -0.2656 -2.3355 1.130 -0.549 -0.421 0.349
C 3.4511 -1.5997 -1.7694 -0.300 -1.211 0.727 -0.143
C 2.1469 -2.1971 -1.9170 0.670 -0.838 1.465 -0.145
C 1.2318 -1.4860 -1.0600 1.024 -0.099 1.745 -0.082
C 1.9853 -0.4733 -0.3026 0.473 -2.870 0.138 -0.259
C 1.4555 0.4899 0.6356 0.972 0.659 -0.174 -0.020
C 1.6018 0.4595 2.0406 0.269 0.002 1.186 -0.226
C 1.7326 1.6982 2.7387 -0.579 -0.373 -0.179 -0.044
C 1.4080 1.7825 4.0827 0.006 -0.141 0.141 -0.100
C 0.9384 0.6435 4.7589 0.193 0.099 0.032 -0.100
C 1.0010 -0.6191 4.1426 0.289 0.363 0.094 -0.094
C 1.4556 -0.7299 2.8369 -0.209 0.561 -0.519 -0.027
C 3.3471 -0.5197 -0.8174 -0.934 -0.703 1.657 -0.086
H 1.5364 -0.7423 -5.1070 0.060 -0.114 0.371 0.107
H -0.4706 0.1263 -3.4806 0.293 -0.208 0.241 0.115
H 0.5483 2.0423 -1.8508 0.073 -0.370 0.037 0.105
H 3.1765 2.3468 -2.4308 -0.009 -0.360 0.055 0.115
H 3.8040 0.6150 -4.4419 -0.166 -0.180 0.291 0.111
H 4.3646 -1.9595 -2.2209 -0.086 0.227 -0.118 0.110
H 1.8902 -3.0645 -2.5125 0.046 0.247 -0.064 0.110
H 0.1963 -1.7299 -0.8540 0.169 0.217 -0.336 0.115
H 1.0553 1.4042 0.2016 0.271 0.040 0.262 0.107
H 2.0176 2.5824 2.1596 -0.209 -0.255 0.280 0.114
H 1.4967 2.7441 4.5992 -0.143 -0.392 -0.144 0.100
H 0.5660 0.7385 5.7826 0.172 -0.072 -0.333 0.094
H 0.6734 -1.5049 4.6961 0.285 0.278 -0.206 0.101
H 1.5600 -1.7031 2.3589 -0.261 0.231 0.027 0.115
H 4.1473 0.0894 -0.4153 -0.063 0.010 -0.346 0.126

---

No. 3
55
Properties=species:S:1:pos:R:3:forces:R:3:lowdin_charge:R:1 method="wB97M-V/def2-TZVPD" e_tot_ev=-93746.07910 gap_ev=7.1793 total_charge=-1 max_force_ev_per_a=4.40 e_above_lowest_kcal_mol=28.78
Sc -0.0200 0.7901 0.0176 -0.074 -1.129 -0.085 1.010
O -3.2862 -0.0752 2.3772 2.475 -0.047 -0.301 0.035
C -2.0903 0.0991 2.0407 -3.060 1.488 -1.353 -0.538
O -1.7651 0.9203 1.0572 0.336 -0.644 1.948 -0.196
C -0.9932 -0.5227 2.7897 2.219 -2.058 0.253 -0.180
C -1.2332 -1.4278 3.7854 -0.835 -0.796 0.360 0.015
C -0.1486 -1.8153 4.6319 -2.925 -1.163 0.530 -0.077
C 1.0534 -1.2865 4.4982 3.502 1.934 -1.827 -0.012
C 1.2876 -0.4735 3.3102 -0.453 -0.350 1.379 -0.190
N 0.3319 -0.2949 2.4440 -1.917 2.613 -0.639 0.109
C 2.6528 0.2672 3.1703 0.133 -2.040 -0.613 -0.598
O 3.5292 -0.3691 3.7939 0.078 1.518 -0.487 -0.024
O 2.6905 1.2623 2.3826 0.383 -0.585 1.400 -0.091
H -2.2621 -1.8938 3.8298 1.298 0.918 0.432 0.141
H -0.3708 -2.4986 5.4479 0.055 -0.048 -0.111 0.104
H 1.9997 -1.4335 5.0643 -1.207 -0.107 -0.040 0.125
I 1.8926 -2.3760 0.1302 -0.320 0.027 -0.699 0.955
C 0.5261 -2.9662 -1.4255 -0.583 2.292 0.521 -0.579
C 0.9084 -3.9168 -2.3046 1.051 -1.363 0.249 -0.199
C -0.0288 -4.6306 -3.0933 -2.398 1.819 0.119 -0.091
C -1.3521 -4.1640 -3.1030 1.186 0.005 0.597 -0.034
C -1.7136 -3.0066 -2.3065 1.310 -1.334 0.274 -0.188
C -3.0646 -2.7000 -2.2548 -1.372 0.254 -0.344 -0.073
C -3.4750 -1.5630 -1.5612 -2.330 -2.076 -1.167 -0.087
C -2.5692 -0.8250 -0.8530 -0.464 1.032 -0.599 -0.154
C -1.2408 -1.0889 -0.9141 2.902 0.498 2.870 -0.147
C -0.7687 -2.2844 -1.4507 -0.598 -2.088 -2.376 -0.230
H 1.9638 -4.2588 -2.3285 -0.835 0.186 0.276 0.094
H 0.2678 -5.5044 -3.6113 0.283 -0.581 -0.636 0.075
H -2.2013 -4.6026 -3.6664 0.933 -0.064 0.317 0.102
H -3.7382 -3.4713 -2.7489 0.511 1.541 0.509 0.117
H -4.5575 -1.3052 -1.5769 0.827 -0.185 0.240 0.111
H -2.9233 0.0415 -0.3107 -0.078 -0.039 -0.228 0.085
N 0.4765 2.6153 1.3355 -0.399 0.171 -0.101 -0.027
C 1.0652 3.8280 0.7576 -1.922 1.396 1.411 -0.280
C 2.4520 3.6992 0.3196 0.553 -1.111 -1.027 -0.213
C 2.6117 2.5997 -0.7474 -1.343 0.941 0.053 -0.195
N 2.2657 1.2191 -0.2473 0.650 1.131 -1.162 -0.041
H -0.4419 2.7837 1.7327 -0.089 0.261 -0.155 0.096
H 1.0655 2.2967 2.1041 0.322 -0.330 -0.139 0.066
H 1.1700 4.5743 1.5787 -0.720 0.064 -0.495 0.122
H 0.4270 4.2547 -0.0569 0.248 -0.534 0.698 0.130
H 3.0289 3.4514 1.2036 0.642 0.244 -0.028 0.106
H 2.6356 4.7004 -0.1070 0.802 -0.522 0.137 0.127
H 3.6062 2.6623 -1.1402 0.696 -0.318 -0.295 0.100
H 1.9148 2.9121 -1.5679 0.478 -0.665 0.386 0.117
H 2.8346 1.0639 0.5857 -0.291 -0.074 0.397 0.051
H 2.6524 0.6203 -0.9622 -0.152 -0.543 -0.182 0.059
Cl -2.3674 1.0342 -4.4156 1.105 0.800 0.464 0.534
C -1.2673 2.3071 -3.6414 -0.250 -1.106 0.587 -0.920
Cl -0.0134 2.9433 -4.7414 -0.461 -0.337 0.278 0.567
C -0.6080 1.7058 -2.3120 -0.716 0.241 -0.013 -0.702
O 0.2124 0.7614 -2.3243 -0.449 1.391 -0.217 -0.055
O -1.0488 2.2406 -1.2240 0.782 -0.452 -1.416 -0.082
H -1.9731 3.1006 -3.3916 0.481 -0.072 0.051 0.052